Record 1
Density functional theory data (the ωB97M-V functional and the def2-TZVPD basis) for CH2NO4S as an isolated structure in a non-equilibrium geometry.

Values from the calculation:
Charge: -1
Relative energy (zero: lowest compared OMol25 entry of this formula, charge and spin), kcal/mol: 113.26

Structure (XYZ):
```
9
Properties=species:S:1:pos:R:3:forces:R:3:lowdin_charge:R:1
C -0.401 0.722 0.028 -0.4 -5.0 1.4 -0.783
N 0.845 -0.807 -0.014 -0.5 0.5 2.3 -0.077
O -1.336 0.559 1.033 0.3 -0.1 0.6 -0.305
O 0.098 1.736 -0.307 1.9 2.7 -1.1 -0.005
O -2.029 -1.629 -0.316 -0.3 0.5 0.2 -0.600
O 2.027 -0.188 -0.507 -0.8 2.4 -0.9 -0.256
S -2.088 -0.146 -0.329 0.3 -0.6 -0.6 0.899
H 1.259 -0.993 0.981 -2.0 0.4 -1.4 0.076
H 1.626 0.745 -0.569 1.4 -0.9 -0.3 0.051
```
Forces are in eV/Å.


Record 2
Density functional theory data (the ωB97M-V functional and the def2-TZVPD basis) for one molecule with the formula CH2NP in a non-equilibrium geometry.

Values from the calculation:
SMILES string: C1=[PH]=N1
Charge: 0
Relative energy (zero: lowest compared OMol25 entry of this formula, charge and spin), kcal/mol: 81.84

Structure (XYZ):
```
5
Properties=species:S:1:pos:R:3:forces:R:3:lowdin_charge:R:1
C 0.450 -0.142 -0.588 -0.5 2.4 0.5 -0.491
P -0.880 0.783 0.118 -3.3 2.2 -4.2 0.790
N -0.072 -0.874 0.170 -2.5 -5.6 0.6 -0.103
H 1.329 -0.104 -0.984 5.4 0.3 -2.8 0.014
H -0.827 0.337 1.284 0.9 0.6 5.9 -0.211
```
Forces are in eV/Å.


Record 3
Density functional theory data (the ωB97M-V functional and the def2-TZVPD basis) for CH2Na8O4 as an isolated structure in a non-equilibrium geometry.

Values from the calculation:
Charge: +6
Relative energy (zero: lowest compared OMol25 entry of this formula, charge and spin), kcal/mol: 113.84

Structure (XYZ):
```
15
Properties=species:S:1:pos:R:3:forces:R:3:lowdin_charge:R:1
Na 1.573 0.710 2.591 0.0 -0.2 1.3 0.910
Na 3.451 -1.523 -1.342 1.4 -0.2 0.3 0.912
Na 1.190 2.996 -0.494 0.4 1.1 0.2 0.902
Na -1.652 2.228 -2.539 -1.1 0.2 -0.9 0.902
Na 0.956 -3.027 -2.707 -0.8 -1.0 -1.0 0.908
Na 0.547 -2.970 0.583 -0.6 -0.4 1.1 0.881
Na -2.160 1.952 0.797 -1.2 -0.3 1.3 0.846
Na 1.346 0.565 -3.112 -0.1 0.1 -0.7 0.851
C 0.200 -0.104 -0.426 0.5 0.1 1.3 -0.806
O 0.051 -0.262 0.824 0.3 0.6 -1.0 -0.041
O -0.178 0.989 -1.048 0.4 0.5 -0.3 -0.167
O 0.857 -1.012 -1.093 0.8 -0.6 -1.3 -0.157
O -2.171 0.167 2.803 0.1 0.4 -0.8 -0.007
H -2.613 -0.696 2.891 -0.3 0.3 0.3 0.106
H -1.397 -0.013 2.271 0.2 -0.6 0.1 -0.041
```
Forces are in eV/Å.


Record 4
Density functional theory data (the ωB97M-V functional and the def2-TZVPD basis) for CH2Na9O4 as an isolated structure in a non-equilibrium geometry.

Values from the calculation:
Charge: +7
Relative energy (zero: lowest compared OMol25 entry of this formula, charge and spin), kcal/mol: 10.03

Structure (XYZ):
```
16
Properties=species:S:1:pos:R:3:forces:R:3:lowdin_charge:R:1
Na -0.539 0.173 -3.672 -1.1 0.0 -1.2 0.912
Na -3.233 1.081 -0.098 -1.6 -0.2 0.2 0.919
Na -0.373 0.710 2.765 -1.0 -0.9 1.4 0.837
Na 2.794 2.060 1.778 1.2 0.7 1.1 0.923
Na -0.087 3.654 0.179 -0.5 1.4 0.2 0.913
Na -0.576 -2.625 -1.014 -0.9 -1.1 0.2 0.880
Na 2.018 2.036 -1.984 0.7 0.6 -0.5 0.866
Na 2.323 -1.568 -3.323 0.9 -1.0 -1.3 0.925
Na 2.769 -1.207 0.045 0.8 -0.8 0.6 0.900
C 0.095 0.216 -0.430 -0.4 0.2 -0.2 -0.770
O -1.046 -0.118 0.019 2.1 0.8 -0.8 -0.023
O 0.639 -0.425 -1.491 0.0 0.5 0.8 -0.196
O 0.823 1.223 0.076 -0.5 -0.7 -0.4 -0.177
O -1.885 -1.471 2.686 1.0 0.6 -0.8 0.003
H -1.815 -1.297 1.742 -0.5 -0.3 -0.1 -0.022
H -1.908 -2.442 2.721 -0.3 -0.1 0.8 0.110
```
Forces are in eV/Å.


Record 5
Density functional theory data (the ωB97M-V functional and the def2-TZVPD basis) for CH2NaO3 as an isolated structure in a non-equilibrium geometry.

Values from the calculation:
Charge: +1

Structure (XYZ):
```
7
Properties=species:S:1:pos:R:3:forces:R:3:lowdin_charge:R:1
H 1.637 -0.716 0.917 0.3 3.4 0.5 0.235
O 0.103 1.276 -0.569 -1.3 2.5 0.9 0.177
C 0.335 0.374 0.360 2.8 -4.6 -3.6 -0.611
O 1.546 0.347 0.848 0.5 -1.9 1.4 0.173
O -0.127 -0.764 0.169 -2.5 0.3 1.1 -0.017
Na -1.936 -1.330 -1.000 0.1 -0.1 0.0 0.890
H -0.585 1.898 -0.292 0.1 0.4 -0.3 0.154
```
Forces are in eV/Å.


Record 6
Density functional theory data (the ωB97M-V functional and the def2-TZVPD basis) for a 2-piece molecular cluster, CH2O2 overall in a non-equilibrium geometry.

Values from the calculation:
SMILES string: [H][H].O=C=O
Charge: 0
Relative energy (zero: lowest compared OMol25 entry of this formula, charge and spin), kcal/mol: 12.18

Structure (XYZ):
```
5
Properties=species:S:1:pos:R:3:forces:R:3:lowdin_charge:R:1
H -0.326 -2.194 6.872 -0.3 0.2 0.2 0.000
H 0.153 -2.598 6.498 0.3 -0.2 -0.2 0.000
O -0.681 2.227 -5.046 0.4 2.0 -0.5 0.206
C 0.161 1.713 -4.442 -2.3 -2.4 -0.4 -0.414
O 0.692 0.853 -3.883 1.9 0.4 0.8 0.208
```
Forces are in eV/Å.


Number 1: HOMO -3.7 eV. Number 2: HOMO -8.3 eV. Number 3: HOMO -28.4 eV. Number 4: HOMO -31.4 eV. Number 5: HOMO -15.8 eV. Number 6: HOMO -12.9 eV.